1.
# C2H8NO2

An isolated ion of composition C2H8NO2 and charge +1 at a distorted geometry (the ωB97M-V functional and the def2-TZVPD basis, OMol25).

Each line ends with the Löwdin charge.
Atoms and positions in Å:
1 C -0.560 1.283 0.028  0.03
2 C 0.473 0.088 -0.030  -0.56
3 N -0.537 -1.243 0.045  0.26
4 O 1.458 -0.056 0.910  0.13
5 O 0.891 0.017 -1.314  0.08
6 H -0.265 2.380 -0.014  0.13
7 H -1.279 1.156 -0.789  0.09
8 H -1.139 1.069 0.917  0.08
9 H -0.478 -1.853 0.884  0.18
10 H -0.093 -1.708 -0.747  0.15
11 H -1.459 -1.015 -0.289  0.14
12 H 1.149 0.052 1.796  0.12
13 H 1.838 -0.170 -1.396  0.15

Calculated values
SMILES	CC([NH3+])(O)O
energy relative to the best compared isomer or geometry (same formula, charge and spin)	128.8	kJ/mol
net charge	+1
LUMO level	-0.136	hartree
HOMO energy	-16.39	eV

***

2.
# C2H8NO6P2Se3TeZr

C2H8NO6P2Se3TeZr as an isolated structure (the ωB97M-V functional and the def2-TZVPD basis, OMol25).

Each line ends with the Löwdin charge.
Atoms and positions in Å:
1 Zr -1.680 0.127 -1.931  0.74
2 N 1.445 -1.322 1.408  0.19
3 C 0.869 -0.031 0.850  -0.47
4 C 1.638 1.180 1.369  -0.06
5 P 0.913 -0.094 -0.973  0.31
6 O 2.441 -0.399 -1.219  -0.07
7 O 0.351 1.186 -1.521  -0.37
8 O -0.008 -1.216 -1.457  -0.41
9 P -0.946 -0.128 1.353  0.38
10 O -1.041 0.943 2.518  -0.09
11 O -1.762 0.389 0.169  -0.45
12 O -1.106 -1.532 1.800  -0.26
13 H 2.136 -1.752 0.791  0.16
14 H 0.605 -1.935 1.571  0.13
15 H 1.888 -1.149 2.312  0.17
16 H 2.683 1.145 1.060  0.09
17 H 1.577 1.235 2.456  0.09
18 H 1.194 2.089 0.966  0.10
19 H 2.739 -0.452 -2.139  0.12
20 H -1.525 0.621 3.292  0.11
21 Se -3.046 -1.858 -2.902  0.14
22 Se -4.369 -0.170 -2.089  0.00
23 Te -3.433 2.078 -3.241  0.48
24 Se -1.562 1.045 -4.445  -0.05

Calculated values
energy relative to the best compared isomer or geometry (same formula, charge and spin)	0.0	kJ/mol
net charge	+1
LUMO level	-0.158	hartree
HOMO energy	-11.29	eV

***

3.
# C2H8NOS

A 2-piece molecular cluster, C2H8NOS overall at a distorted geometry (the ωB97M-V functional and the def2-TZVPD basis, OMol25).

Each line ends with the Löwdin charge.
Atoms and positions in Å:
1 C 0.781 -1.124 -0.596  -0.41
2 C 0.287 -0.953 0.806  -0.74
3 S -1.552 -0.745 0.959  0.09
4 N 0.761 0.109 -1.420  -0.03
5 H 0.173 -1.794 -1.200  0.08
6 H 1.754 -1.580 -0.590  0.07
7 H 0.677 -0.085 1.347  0.02
8 H 0.506 -1.846 1.398  0.02
9 H 0.534 0.911 -0.840  0.03
10 H 0.018 0.061 -2.098  0.04
11 H -1.907 2.339 0.263  0.01
12 H -0.835 1.954 1.193  -0.04
13 O -1.197 2.752 0.778  -0.13

Calculated values
energy relative to the best compared isomer or geometry (same formula, charge and spin)	33.1	kJ/mol
net charge	-1
LUMO level	0.155	hartree
HOMO energy	-2.71	eV

***

4.
# C2H8NOS

A 2-piece molecular cluster, C2H8NOS overall at a distorted geometry (the ωB97M-V functional and the def2-TZVPD basis, OMol25).

Each line ends with the Löwdin charge.
Atoms and positions in Å:
1 C 0.796 0.511 1.240  -0.41
2 C 0.146 -0.317 0.152  -0.75
3 S -0.413 0.609 -1.318  0.21
4 N -0.197 0.895 2.264  -0.04
5 H 1.214 1.389 0.744  0.06
6 H 1.577 -0.002 1.795  0.09
7 H -0.776 -0.722 0.571  0.02
8 H 0.735 -1.218 -0.063  0.04
9 H -0.867 1.564 1.907  0.05
10 H 0.225 1.293 3.092  0.03
11 H -0.703 -1.207 -4.215  0.00
12 H -0.821 -1.052 -2.728  -0.13
13 O -0.917 -1.741 -3.443  -0.18

Calculated values
energy relative to the best compared isomer or geometry (same formula, charge and spin)	28.2	kJ/mol
net charge	-1
LUMO level	0.153	hartree
HOMO energy	-2.62	eV

***

5.
# C2H8NOS

An isolated ion of composition C2H8NOS and charge +1 at a distorted geometry (the ωB97M-V functional and the def2-TZVPD basis, OMol25).

Each line ends with the Löwdin charge.
Atoms and positions in Å:
1 C 0.173 1.358 0.939  -0.10
2 S 0.376 -0.277 0.202  0.83
3 C -0.032 -0.280 -1.885  0.00
4 N -0.615 -1.272 1.002  -0.08
5 O 1.749 -0.596 0.428  -0.31
6 H 0.785 2.157 0.400  0.14
7 H 0.346 1.084 1.911  0.04
8 H -0.847 1.626 0.994  0.06
9 H 0.051 0.834 -1.905  0.04
10 H -1.034 -0.717 -2.223  0.09
11 H 0.875 -0.747 -2.425  0.09
12 H -0.352 -2.205 1.085  0.07
13 H -1.476 -0.964 1.480  0.13

Calculated values
SMILES	CS(C)(=[NH2+])=O
energy relative to the best compared isomer or geometry (same formula, charge and spin)	330.2	kJ/mol
net charge	+1
LUMO level	-0.159	hartree
HOMO energy	-15.62	eV

***

6.
# C2H8NS

A 2-piece molecular cluster, C2H8NS overall at a distorted geometry (the ωB97M-V functional and the def2-TZVPD basis, OMol25).

Each line ends with the Löwdin charge.
Atoms and positions in Å:
1 N -2.356 1.189 -1.759  -0.04
2 H -3.300 1.026 -1.404  -0.02
3 H -1.767 1.166 -0.903  -0.14
4 H -2.383 2.116 -2.164  -0.03
5 C 1.824 -1.103 0.472  -0.26
6 C 0.632 -0.484 1.168  -0.80
7 S 0.174 1.181 0.497  0.13
8 H 2.797 -0.691 0.775  0.05
9 H 1.792 -0.804 -0.581  0.03
10 H 1.944 -2.192 0.476  0.04
11 H 0.894 -0.280 2.214  0.01
12 H -0.250 -1.123 1.207  0.02

Calculated values
energy relative to the best compared isomer or geometry (same formula, charge and spin)	26.5	kJ/mol
net charge	-1
LUMO level	0.160	hartree
HOMO energy	-2.34	eV

***

7.
# C2H8NS

A 2-piece molecular cluster, C2H8NS overall (the ωB97M-V functional and the def2-TZVPD basis, OMol25).

Each line ends with the Löwdin charge.
Atoms and positions in Å:
1 S 2.942 -0.407 0.039  -0.26
2 H 2.772 -1.166 1.131  -0.48
3 C -1.053 -0.305 0.882  -0.19
4 N -0.506 -0.502 -0.448  -0.21
5 C -0.271 0.766 -1.098  -0.22
6 H -2.103 0.010 0.813  0.06
7 H -0.529 0.488 1.437  0.07
8 H -1.002 -1.234 1.454  0.07
9 H 0.403 -0.959 -0.349  -0.01
10 H 0.337 1.451 -0.487  0.05
11 H 0.241 0.606 -2.046  0.06
12 H -1.233 1.251 -1.327  0.06

Calculated values
energy relative to the best compared isomer or geometry (same formula, charge and spin)	27.1	kJ/mol
net charge	-1
LUMO level	0.155	hartree
HOMO energy	-2.69	eV

***

8.
# C2H8NS

A 2-piece molecular cluster, C2H8NS overall (the ωB97M-V functional and the def2-TZVPD basis, OMol25).

Each line ends with the Löwdin charge.
Atoms and positions in Å:
1 S 2.187 -0.604 0.399  -0.27
2 H 1.920 -1.775 -0.201  -0.46
3 C -2.235 0.166 0.717  -0.18
4 N -1.189 -0.110 -0.258  -0.19
5 C -0.851 1.058 -1.054  -0.19
6 H -3.205 0.268 0.215  0.06
7 H -2.058 1.089 1.286  0.06
8 H -2.310 -0.676 1.392  0.06
9 H -0.341 -0.363 0.254  -0.03
10 H -1.062 2.006 -0.527  0.06
11 H 0.209 1.020 -1.299  0.03
12 H -1.405 1.076 -2.000  0.06

Calculated values
energy relative to the best compared isomer or geometry (same formula, charge and spin)	31.5	kJ/mol
net charge	-1
LUMO level	0.150	hartree
HOMO energy	-2.69	eV